Record 1
This record from OMol25 describes C27H51IrNO2Si2 as an isolated structure. The level of theory is ωB97M-V with the def2-TZVPD basis set.

Structure (XYZ):
```
84
Properties=species:S:1:pos:R:3:forces:R:3:mulliken_spin:R:1
Ir 0.549385 0.490846 1.888327 2.2 -0.8 -1.4 1.16
Si -0.179007 0.738648 4.295463 0.3 0.2 2.4 0.13
Si -0.247009 -2.241828 0.750671 -0.2 0.9 -1.6 0.01
O -0.150495 -1.825609 -2.559576 0.7 -1.4 -1.0 -0.01
O -1.971207 -0.095989 -2.426912 0.2 1.1 -0.4 0.03
N 0.195368 2.301158 0.893787 -0.8 0.1 0.0 0.22
C 2.149055 -1.221912 -2.350421 0.5 0.5 0.2 0.02
C 0.590372 -3.628963 -0.205103 0.0 -0.2 0.1 0.01
C 1.150580 -2.014873 -3.142475 -0.2 0.0 -0.3 0.01
C 0.722733 -2.149423 2.353013 0.3 -0.6 0.4 0.11
C 1.141112 2.661671 -0.037261 1.4 -0.3 -0.1 0.21
C -0.893933 3.087182 1.064171 0.3 0.7 -0.4 -0.04
C -1.611136 -2.523603 -4.409388 -0.1 0.0 -0.4 0.00
C 0.960160 3.800023 -0.841735 -0.1 0.3 -0.1 0.01
C -1.170842 2.005638 5.311892 -0.3 0.0 -0.3 0.05
C 3.456953 -0.066349 1.031208 1.1 0.0 -0.2 -0.04
C 1.528262 1.558086 4.078675 0.1 0.4 0.2 0.20
C 3.445089 1.967035 -0.920006 0.0 -0.2 -0.4 0.03
C -3.306118 0.221420 -1.962350 0.4 -0.4 -0.5 0.00
C 2.341488 0.744717 0.863532 0.1 0.1 0.4 0.48
C -0.256434 -0.553436 -0.157189 -0.1 -1.3 -2.0 0.25
C -2.043130 -2.664987 0.945584 -0.2 -0.4 0.4 0.00
C -1.223894 1.068786 -2.956271 -0.5 0.0 0.9 0.00
C 4.519235 1.094361 -0.829793 -0.6 0.8 -0.2 0.08
C 4.541324 0.095516 0.152391 -0.5 -0.8 0.7 0.12
C -3.317468 0.866964 -0.608273 -0.3 0.4 0.5 -0.01
C -1.135034 4.184055 0.252592 -0.6 -0.5 1.0 0.10
C 0.062611 -0.784399 5.388826 -0.1 0.0 -0.1 0.02
C -1.111639 -2.790081 -3.017668 0.2 -0.3 0.4 0.00
C -1.227296 0.257218 2.795230 -2.5 0.7 0.4 0.46
C -0.212722 4.538912 -0.735779 1.4 0.1 -0.9 0.07
C 2.322238 1.798719 -0.079153 -0.8 1.2 -0.1 0.11
C -0.698668 0.789763 -4.328194 0.4 0.0 -0.4 0.00
H -0.116487 1.655695 -4.684702 -0.3 -0.2 0.1 0.00
H -1.511947 0.600426 -5.027394 0.0 0.0 -0.1 0.00
H -0.121194 -4.126648 -0.870219 0.1 0.1 0.0 0.00
H -2.421398 -3.224520 -4.653981 0.2 0.2 0.0 0.00
H 1.788487 4.037458 -1.534159 -0.8 0.1 0.4 0.01
H -2.237956 1.911397 5.065950 0.2 0.2 0.2 0.00
H -4.348951 0.984568 -0.260558 0.1 -0.1 -0.1 0.00
H 1.445886 -3.074151 -3.153742 -0.3 0.0 0.1 0.00
H -1.061833 1.831649 6.393866 0.1 -0.1 -0.4 0.00
H -0.782465 0.291134 0.267392 -0.7 0.2 -0.4 0.02
H 0.694680 -0.240819 -0.611363 -0.6 -0.1 0.2 -0.03
H -0.033057 -0.080402 -4.314459 -0.3 0.3 -0.1 0.00
H 3.492349 -0.817397 1.825868 0.1 0.2 -0.3 0.01
H -2.771812 0.306987 0.160142 -0.2 -0.1 -0.3 0.01
H -2.531340 -2.676820 -0.038289 0.1 0.0 0.2 0.00
H -1.552782 2.825577 1.890479 0.0 0.1 -0.4 0.02
H -2.585326 -1.969276 1.593735 0.0 -0.2 -0.2 0.00
H -0.799030 -2.671287 -5.134262 -0.3 0.1 0.0 0.00
H -0.670034 -3.802338 -2.956980 0.0 0.3 0.0 0.00
H -1.937912 -2.784307 -2.298116 0.1 0.2 0.0 0.00
H 0.138599 -2.281015 3.269479 0.1 0.0 -0.2 -0.01
H 1.402537 2.631903 4.252701 0.1 -0.1 -0.1 0.01
H 5.404504 -0.563150 0.211251 -0.2 0.1 0.1 0.01
H -0.370606 5.400564 -1.398355 0.0 -0.4 0.4 0.01
H -2.124670 -3.668308 1.377240 -0.2 0.1 0.0 0.00
H -0.984243 -0.660670 -1.495502 0.6 0.4 2.8 0.15
H -0.850333 3.036111 5.117771 -0.1 -0.2 -0.1 0.00
H -2.032569 4.773813 0.424761 0.2 -0.2 -0.1 0.00
H -1.866541 1.965684 -2.913029 0.0 -0.5 -0.2 0.00
H -0.403668 1.276639 -2.262452 0.0 -0.2 0.1 0.00
H 3.468263 2.793599 -1.632469 0.0 -0.3 0.1 0.02
H 2.160665 1.138029 4.863021 0.1 0.0 0.0 0.00
H -2.895824 1.865874 -0.658673 0.2 0.2 0.0 0.00
H -2.023924 1.011564 2.638301 0.2 -0.6 0.1 0.02
H -3.736500 0.865951 -2.742519 -0.2 -0.2 0.3 0.00
H 1.138526 -1.671636 -4.195860 0.1 -0.2 0.4 0.00
H 2.086384 1.443080 3.130648 0.2 0.2 0.4 -0.05
H -1.627693 -0.764354 2.847865 0.2 0.4 0.0 0.04
H 3.170144 -1.341473 -2.747148 -0.4 0.1 -0.1 0.00
H 1.873092 -0.154123 -2.355952 0.3 -0.3 -0.1 -0.01
H 1.440236 -2.994327 2.287457 -0.1 0.5 0.2 0.01
H -3.852450 -0.727932 -1.949011 0.1 0.1 -0.1 0.00
H 1.378877 -1.240108 2.481511 0.0 -0.4 0.2 -0.04
H 0.929065 -4.387902 0.514609 -0.1 0.1 -0.1 0.00
H 5.357180 1.205685 -1.516959 -0.1 0.0 0.3 0.00
H -0.812417 -1.444569 5.292955 0.3 0.0 0.1 0.00
H 1.463751 -3.336877 -0.796894 -0.2 0.0 0.2 0.00
H 0.974350 -1.343247 5.141145 -0.3 0.1 0.1 0.00
H 2.201345 -1.548304 -1.305672 -0.1 0.1 -0.2 -0.01
H 0.131321 -0.466908 6.441729 0.0 -0.1 -0.4 0.00
H -1.995213 -1.499784 -4.478972 0.1 -0.4 -0.1 0.00
```
Positions in Å, forces in eV/Å.

**Kohn-Sham gap (spin up / spin down)**: 4.29 / 4.92 eV
**LUMO energy (spin up / spin down)**: -3.21 / -6.19 eV
**E_HOMO (spin up / spin down)**: -7.491 / -11.108 eV
**Charge**: +1
**Multiplicity**: 5
**⟨S²⟩**: 6.03


Record 2
This record from OMol25 describes a 2-piece molecular cluster, C5H10FN overall. The level of theory is ωB97M-V with the def2-TZVPD basis set.

Structure (XYZ):
```
17
Properties=species:S:1:pos:R:3:forces:R:3:lowdin_charge:R:1
F 0.582991 -0.968514 0.986636 1.3 -0.4 0.2 -0.10
N -3.813912 -0.052784 -0.672548 0.6 -0.8 0.5 0.12
C 2.539896 -0.725878 -0.526943 1.1 -0.4 0.9 -0.22
C -2.993968 -0.800152 -0.343791 -1.4 1.5 -1.7 -0.28
C 1.158356 -0.310887 -0.122204 -1.8 2.0 0.4 -0.23
C 3.626768 -0.683938 0.609758 -0.9 1.4 -1.4 -0.10
C -1.860501 -1.607209 -0.014753 -1.5 -1.7 0.1 -0.08
H 3.574698 0.315500 1.035333 0.9 0.2 0.0 0.07
H 2.835979 -0.078104 -1.434609 -0.4 -1.4 1.3 0.14
H -1.574071 -1.189006 0.894368 1.0 0.2 1.7 0.06
H 0.424177 -0.532843 -0.903034 0.5 0.3 -0.4 0.09
H -1.056395 -1.547453 -0.707321 0.2 0.0 -0.6 0.05
H 3.366730 -1.316122 1.412832 -0.5 -1.0 0.8 0.05
H 2.504870 -1.816792 -0.648285 -0.2 0.3 -1.3 0.11
H 0.988057 0.787333 0.149660 0.8 -1.2 -0.5 0.15
H -2.188098 -2.660505 0.136842 0.4 0.7 -0.1 0.11
H 4.591205 -1.015535 0.205017 -0.2 0.6 0.2 0.08
```
Positions in Å, forces in eV/Å.

**Kohn-Sham gap**: 12.19 eV
**ΔE to the lowest compared entry with this formula, charge and spin**: 108.67 kJ/mol
**LUMO energy**: 0.79 eV
**E_HOMO**: -11.398 eV
**SMILES**: CC#N.CCCF


Record 3
This record from OMol25 describes one molecule with the formula C15H25BrN2. The level of theory is ωB97M-V with the def2-TZVPD basis set.

Structure (XYZ):
```
43
Properties=species:S:1:pos:R:3:forces:R:3:lowdin_charge:R:1
Br 2.810396 -2.463693 3.416383 0.1 0.0 -0.1 0.76
N 0.463366 -0.601812 0.189844 0.2 0.2 0.0 -0.18
N -1.932404 2.050558 -0.990595 0.0 0.1 0.0 -0.20
C 4.088955 -3.523071 1.128162 0.0 -0.1 0.1 -0.14
C 4.402353 -3.634068 -0.213066 0.0 0.0 0.0 -0.09
C 2.939589 -1.799703 -0.695471 0.1 -0.1 0.0 -0.04
C -1.410062 0.720381 -0.753758 0.1 -0.1 0.2 -0.19
C -1.696415 3.890322 -2.604365 0.2 -0.1 0.2 -0.09
C -2.600818 2.655398 0.149721 -0.2 0.0 0.0 -0.26
C 3.823019 -2.769207 -1.127847 0.0 0.0 -0.1 -0.08
C -0.988964 2.960535 -1.620699 -0.2 0.1 -0.2 -0.27
C 2.605465 -1.666725 0.649720 0.1 -0.1 0.2 -0.26
C -0.307602 -1.829689 0.318297 -0.1 -0.2 0.0 -0.23
C -3.823526 1.865324 0.602064 0.2 0.2 0.0 -0.08
C -0.310813 0.620349 0.320484 -0.1 0.0 -0.2 -0.18
C -1.053774 -2.043150 1.640067 0.2 0.1 -0.3 -0.06
C 3.196470 -2.548058 1.544634 -0.1 0.1 0.1 -0.60
C 1.640070 -0.585018 1.046509 -0.2 0.2 0.1 -0.19
H 2.471943 -1.125154 -1.395848 -0.1 0.1 -0.1 0.12
H -4.409478 2.465237 1.294262 -0.1 0.0 0.1 0.07
H 0.384073 1.453107 0.172508 0.0 0.0 0.1 0.12
H -1.560040 -3.004474 1.612385 -0.1 -0.1 0.0 0.08
H -2.386238 4.556130 -2.093227 -0.1 0.1 0.0 0.06
H -0.439151 3.563683 -0.878646 0.1 -0.1 0.0 0.11
H -1.800823 -1.269335 1.798775 -0.1 0.1 0.1 0.06
H -0.965057 4.495515 -3.134393 0.0 0.1 -0.1 0.07
H -2.252595 0.079452 -0.490473 0.0 -0.1 -0.1 0.10
H 0.390101 -2.658552 0.167145 -0.1 0.0 -0.1 0.12
H 2.137978 0.381079 0.902107 -0.1 0.0 0.1 0.13
H -0.369784 -2.045770 2.485163 0.0 0.0 0.1 0.05
H -2.933645 3.645645 -0.169118 0.1 0.0 0.1 0.11
H 4.062500 -2.851121 -2.177150 0.0 0.0 -0.1 0.10
H 5.095224 -4.394676 -0.538939 0.1 -0.1 0.0 0.10
H -1.914804 2.799101 1.003470 0.0 0.1 -0.1 0.12
H -0.750159 0.729444 1.325582 0.0 0.1 0.0 0.12
H 1.384499 -0.661790 2.114353 0.1 0.0 -0.2 0.07
H -1.023686 -1.853219 -0.506002 0.0 -0.1 0.0 0.11
H -4.440832 1.618348 -0.257425 -0.1 0.0 -0.1 0.08
H 4.530117 -4.190873 1.852525 0.0 0.0 0.0 0.10
H -0.996579 0.355963 -1.697936 0.0 -0.1 0.0 0.13
H -2.257843 3.301610 -3.324209 -0.1 0.0 -0.1 0.07
H -0.258048 2.366428 -2.173515 0.1 0.0 0.1 0.11
H -3.542978 0.945547 1.108524 0.0 -0.1 0.1 0.06
```
Positions in Å, forces in eV/Å.

**Kohn-Sham gap**: 8.95 eV
**ΔE to the lowest compared entry with this formula, charge and spin**: 7.62 kJ/mol
**LUMO energy**: 0.80 eV
**E_HOMO**: -8.144 eV
**SMILES**: CCN(CC)CCN(CC)Cc1ccccc1Br


Q: What is the formula in the first record?
A: C27H51IrNO2Si2